A molecular structure, C34H39BeN5O2P2S2 in a non-equilibrium geometry, computed with the ωB97M-V functional and the def2-TZVPD basis.

Geometry as ORCA input:
```
! wB97M-V def2-TZVPD RIJCOSX def2/J DEFGRID3
* xyz 0 1
Be 1.25 -1.57 4.50
C -1.86 2.20 3.35
C -2.26 1.45 2.31
C -1.58 1.42 0.96
C -0.59 0.27 0.90
C 0.78 0.54 1.46
C 1.16 1.56 2.21
C 0.50 2.88 2.39
C -0.59 2.97 3.46
C 2.86 -2.06 4.46
H -2.52 2.32 4.22
H -3.22 0.92 2.34
H -1.12 2.39 0.73
H -2.36 1.24 0.21
H -1.00 -0.58 1.48
H -0.50 -0.10 -0.13
H 1.44 -0.34 1.41
H 2.06 1.46 2.84
H 0.18 3.30 1.43
H 1.31 3.55 2.72
H -0.12 2.68 4.42
H -0.82 4.04 3.56
H 3.39 -1.64 5.35
H 3.38 -1.70 3.56
H 2.97 -3.16 4.45
P 1.55 -0.99 -3.59
P -1.68 -0.74 -3.34
N 2.95 0.00 -3.83
N 2.26 -2.32 -4.67
N -1.89 1.00 -3.29
N -3.33 -1.02 -3.99
C 0.59 -0.21 -4.98
C -0.84 -0.74 -5.00
C 3.74 0.38 -2.74
C 4.78 1.16 -3.20
C 4.66 1.26 -4.63
C 3.53 0.53 -4.99
C 2.40 -3.63 -4.19
C 2.88 -4.45 -5.21
C 3.02 -3.64 -6.37
C 2.65 -2.34 -6.01
C -1.43 1.71 -2.18
C -1.55 3.07 -2.44
C -2.05 3.20 -3.77
C -2.16 1.92 -4.29
C -4.17 -0.38 -4.91
C -5.29 -1.18 -5.13
C -5.11 -2.37 -4.36
C -3.89 -2.27 -3.70
H 1.06 -0.43 -5.95
H 0.61 0.88 -4.83
H -1.45 -0.18 -5.72
H -0.84 -1.79 -5.29
H 3.46 0.04 -1.75
H 5.55 1.61 -2.59
H 5.30 1.79 -5.31
H 3.09 0.38 -5.96
H 2.13 -3.84 -3.17
H 3.10 -5.51 -5.13
H 3.33 -3.94 -7.36
H 2.63 -1.45 -6.62
H -1.00 1.18 -1.36
H -1.28 3.86 -1.77
H -2.30 4.11 -4.30
H -2.31 1.61 -5.31
H -3.92 0.58 -5.34
H -6.13 -0.93 -5.75
H -5.78 -3.21 -4.29
H -3.35 -2.95 -3.07
O 1.10 2.01 6.23
S 1.35 0.70 6.76
O 2.65 0.37 7.29
N 0.83 -0.47 5.68
C -0.25 -1.20 6.07
S -0.55 -2.44 4.94
C -0.76 -0.78 7.35
C -1.77 -1.31 8.16
C -1.94 -0.81 9.45
C -1.11 0.23 9.93
C -0.10 0.78 9.12
C 0.07 0.24 7.87
H -2.39 -2.10 7.75
H -2.69 -1.23 10.11
H -1.22 0.61 10.95
H 0.55 1.59 9.43
*
```

Values from the calculation:
E_HOMO (Eh): -0.3007
F_max (eV Å⁻¹): 4.17
ΔE to the lowest compared entry with this formula, charge and spin (kJ/mol): 29.34